# 1
14
Properties=species:S:1:pos:R:3:forces:R:3 method="wB97M-V/def2-TZVPD" total_charge=0 e_lumo_ev=0.423 homo_lumo_gap_ev=8.92 de_lowest_kcal_mol=47.4 spin_multiplicity=1 e_tot_ev=-16527.75569 fmax_ev_per_a=3.10
C 0.947294 -1.096625 0.072334 -0.03 2.65 -1.33
C 1.388518 0.214542 -0.521366 1.59 -0.20 -0.05
C -0.328708 -1.476714 -0.113085 0.40 -2.70 1.48
C 0.793588 1.415045 -0.399704 0.19 -0.35 -0.11
N -0.524751 1.768039 1.886812 1.05 0.01 0.55
N -1.445453 -0.927025 -0.670775 0.32 0.33 -0.31
P -0.841375 1.423489 0.417071 -0.21 1.43 -0.47
H 1.804856 -1.525537 0.612427 -1.23 -0.69 -0.17
H 2.418423 0.132181 -0.988404 -1.20 0.37 0.45
H -0.654195 -2.413766 0.332005 0.46 -0.22 0.12
H 1.251527 2.354517 -0.787026 -0.45 -0.87 0.19
H -1.347608 1.763796 2.453734 -0.73 0.12 0.46
H -1.354402 -0.100400 -1.195789 0.17 0.87 -0.86
H -2.107715 -1.531544 -1.098234 -0.35 -0.74 0.04

=====

# 2
14
Properties=species:S:1:pos:R:3:forces:R:3 method="wB97M-V/def2-TZVPD" total_charge=0 e_lumo_ev=0.538 homo_lumo_gap_ev=9.81 smiles="CC1=[PH]=C(C)N=N1" de_lowest_kcal_mol=52.2 spin_multiplicity=1 e_tot_ev=-16527.54793 fmax_ev_per_a=3.69
C 0.419359 1.256671 0.268900 2.08 -1.70 0.26
C -1.050349 -0.743334 0.120895 0.26 0.12 0.11
C 1.328592 2.402876 0.514020 0.40 2.19 0.10
C -1.717911 -2.065655 0.207821 0.29 0.08 -0.21
N -0.758346 1.459563 -0.009619 -3.41 1.13 -0.83
N -1.642422 0.374112 -0.105706 0.29 -0.69 0.84
P 0.752171 -0.724409 0.230464 0.48 1.89 2.51
H 1.536389 2.311039 1.643085 0.38 0.63 -1.79
H 0.851232 3.490276 0.246385 0.64 -2.91 0.92
H 2.226195 2.394317 -0.165577 -0.47 -0.37 1.19
H -2.749373 -1.876272 0.436136 -0.61 -0.36 0.10
H -1.228578 -2.769192 0.925470 -0.47 0.70 -0.60
H -1.613074 -2.437069 -0.808686 -0.30 -0.71 -0.05
H 0.757484 -0.352845 -1.045241 0.43 0.01 -2.55